C34H36CdN4P2S4 | ωB97M-V/def2-TZVPD

Positions of all 81 atoms, in Å:
Cd -1.72 -0.24 1.00
S -1.36 2.34 1.60
P 0.35 1.71 0.61
C 0.39 0.02 0.54
P 1.42 -1.14 1.23
S 0.45 -2.80 1.78
C 2.35 -0.52 2.67
C 3.69 -0.14 2.59
C 4.34 0.36 3.71
C 3.66 0.49 4.91
C 2.32 0.12 4.99
C 1.67 -0.38 3.88
C 2.77 -1.61 0.08
C 3.07 -0.80 -1.01
C 4.12 -1.13 -1.85
C 4.88 -2.26 -1.61
C 4.58 -3.08 -0.53
C 3.52 -2.75 0.32
C 1.77 2.58 1.34
C 1.76 2.99 2.67
C 2.87 3.61 3.22
C 4.00 3.82 2.45
C 4.03 3.40 1.12
C 2.91 2.78 0.57
C 0.26 2.45 -1.05
C 0.07 3.82 -1.20
C 0.02 4.37 -2.47
C 0.15 3.56 -3.59
C 0.33 2.20 -3.44
C 0.38 1.64 -2.17
H 4.23 -0.24 1.66
H 5.38 0.65 3.64
H 4.17 0.87 5.79
H 1.79 0.21 5.93
H 0.64 -0.70 3.94
H 2.47 0.08 -1.20
H 4.35 -0.49 -2.70
H 5.70 -2.52 -2.27
H 5.16 -3.97 -0.34
H 3.27 -3.39 1.16
H 0.87 2.84 3.27
H 2.85 3.93 4.25
H 4.87 4.30 2.87
H 4.91 3.56 0.52
H 2.93 2.48 -0.47
H -0.05 4.45 -0.33
H -0.13 5.44 -2.59
H 0.11 4.00 -4.58
H 0.43 1.56 -4.31
H 0.49 0.57 -2.03
S -2.77 0.27 -1.72
C -4.13 0.88 -0.96
N -3.99 1.96 -0.12
C -5.00 2.50 0.57
C -6.26 2.00 0.41
C -6.38 0.90 -0.45
N -5.38 0.35 -1.11
H -3.03 2.27 0.07
H -4.74 3.32 1.22
H -7.11 2.41 0.94
H -7.35 0.43 -0.60
C -4.81 -4.37 -2.73
C -4.22 -3.01 -2.41
N -4.24 -2.70 -0.98
C -3.25 -2.64 -0.10
S -3.59 -1.80 1.41
N -2.05 -3.19 -0.24
C -1.42 -3.90 -1.35
C -0.55 -2.97 -2.17
H -4.81 -4.54 -3.80
H -5.83 -4.44 -2.37
H -4.24 -5.18 -2.25
H -4.79 -2.22 -2.89
H -3.20 -2.90 -2.79
H -5.00 -2.10 -0.70
H -1.42 -3.09 0.57
H -2.17 -4.41 -1.95
H -0.81 -4.67 -0.89
H -1.14 -2.17 -2.63
H -0.04 -3.52 -2.96
H 0.21 -2.51 -1.53

Output
HOMO level (eV): -7.06
Spin multiplicity: 1
Gap between HOMO and LUMO (Ha): 0.245
Relative energy (zero: lowest compared OMol25 entry of this formula, charge and spin) (kJ/mol): 0.0